This record from the OMol25 dataset describes a cluster of 8 separate species, C20H35Cl21NS3 in total in a non-equilibrium geometry. The level of theory is ωB97M-V/def2-TZVPD.

Each line ends with the Mulliken charge.
Cartesian coordinates (Å):
1 C -3.853 5.595 1.779  -1.51
2 C -4.568 4.676 0.788  0.52
3 C -3.838 4.650 -0.559  -0.69
4 C -4.072 3.366 -1.359  -1.17
5 N -3.034 2.338 -1.225  0.45
6 C -1.718 2.737 -1.717  -0.84
7 C -0.981 1.621 -2.446  -1.14
8 C -1.010 0.307 -1.683  -0.74
9 C -0.143 0.381 -0.421  1.13
10 S 0.679 -1.212 -0.122  0.04
11 C 2.295 -0.825 0.546  -0.73
12 C -2.957 1.734 0.019  -0.44
13 S -1.982 2.172 1.245  -0.10
14 S -4.005 0.294 0.163  -0.03
15 C -5.058 0.661 1.601  -0.26
16 C -4.414 0.434 2.972  -0.48
17 C -3.443 -0.744 2.998  -0.63
18 H -3.932 5.253 2.798  0.39
19 H -2.798 5.701 1.567  0.30
20 H -4.292 6.576 1.714  0.42
21 H -5.539 5.103 0.595  0.49
22 H -4.693 3.683 1.188  -0.47
23 H -2.784 4.812 -0.380  0.36
24 H -4.173 5.466 -1.180  0.50
25 H -4.229 3.579 -2.405  0.46
26 H -4.995 2.931 -0.994  0.50
27 H -1.862 3.553 -2.409  0.73
28 H -1.059 3.120 -0.946  0.29
29 H -1.285 1.488 -3.470  0.47
30 H 0.058 1.926 -2.501  0.30
31 H -0.631 -0.462 -2.340  0.70
32 H -2.018 0.025 -1.422  0.29
33 H -0.757 0.592 0.440  -1.09
34 H 0.637 1.123 -0.505  0.01
35 H 0.035 -1.808 0.900  0.30
36 H 2.241 -0.155 1.391  0.48
37 H 2.810 -1.733 0.795  0.23
38 H 2.829 -0.334 -0.252  0.34
39 H -5.481 1.648 1.511  0.24
40 H -5.871 -0.044 1.510  0.16
41 H -5.169 0.235 3.716  0.44
42 H -3.868 1.332 3.227  0.26
43 H -3.883 -1.588 2.490  0.24
44 H -3.295 -1.019 4.034  0.41
45 H -2.492 -0.483 2.561  -0.06
46 C 6.445 -4.394 -3.002  -0.06
47 Cl 6.279 -2.835 -2.174  -0.13
48 Cl 5.357 -5.608 -2.316  -0.11
49 Cl 6.157 -4.200 -4.727  -0.07
50 H 7.458 -4.744 -2.856  0.34
51 C 3.498 2.642 -1.601  -0.10
52 Cl 3.402 1.130 -2.517  -0.12
53 Cl 1.904 3.392 -1.483  -0.07
54 Cl 4.178 2.360 0.000  -0.08
55 H 4.151 3.316 -2.140  0.42
56 C -8.438 -2.096 2.679  0.03
57 Cl -8.814 -3.409 3.787  -0.11
58 Cl -8.331 -0.557 3.537  -0.12
59 Cl -6.934 -2.422 1.809  -0.09
60 H -9.236 -2.023 1.954  0.31
61 C 5.093 -2.363 1.985  0.43
62 Cl 6.496 -2.526 3.025  -0.09
63 Cl 3.986 -3.729 2.169  -0.15
64 Cl 4.270 -0.831 2.321  -0.13
65 H 5.435 -2.343 0.963  0.00
66 C 0.864 -0.857 4.344  -0.03
67 Cl 1.157 0.563 5.340  -0.11
68 Cl -0.434 -1.839 5.008  -0.10
69 Cl 0.503 -0.372 2.676  -0.25
70 H 1.766 -1.455 4.326  0.25
71 C 8.778 -5.493 1.483  -0.09
72 Cl 7.884 -4.849 0.088  -0.01
73 Cl 10.229 -4.549 1.794  -0.11
74 Cl 7.768 -5.584 2.928  -0.10
75 H 9.080 -6.497 1.222  0.34
76 C 5.647 -3.333 -9.043  0.05
77 Cl 5.780 -4.626 -7.846  -0.11
78 Cl 5.232 -1.806 -8.256  -0.12
79 Cl 7.137 -3.178 -9.965  -0.11
80 H 4.849 -3.587 -9.725  0.30

The calculation puts the HOMO-LUMO gap at 0.296 Eh. Its total charge is +1. The spin multiplicity is 1. The LUMO energy is -2.7 eV.

---

This record from the OMol25 dataset describes an isolated molecule of C3H4N2O3 in a non-equilibrium geometry. The level of theory is ωB97M-V/def2-TZVPD.

Each line ends with the Mulliken charge.
Cartesian coordinates (Å):
1 O 2.820 -0.124 0.074  -0.63
2 C 1.609 -0.130 -0.032  0.11
3 N 0.718 -1.233 -0.027  -0.08
4 C -0.584 -0.788 -0.069  0.35
5 O -1.656 -1.652 0.068  -0.56
6 C -0.535 0.569 -0.097  0.29
7 O -1.582 1.403 0.062  -0.53
8 N 0.771 0.964 -0.062  -0.08
9 H 1.160 -2.162 -0.089  0.24
10 H -2.483 -1.099 0.013  0.32
11 H -1.359 2.359 -0.074  0.32
12 H 1.120 1.894 0.234  0.24

For the relative energy (zero: lowest compared OMol25 entry of this formula, charge and spin), the calculation gives 22.5 kcal/mol. The SMILES is O=c1[nH]c(O)c(O)[nH]1. The calculation puts the HOMO-LUMO gap at 0.277 Eh. Its total charge is 0. The spin multiplicity is 1. The LUMO energy is 0.3 eV.

---

This record from the OMol25 dataset describes a structure of composition C5H7LiO3Tl in a non-equilibrium geometry. The level of theory is ωB97M-V/def2-TZVPD.

Each line ends with the Mulliken charge.
Cartesian coordinates (Å):
1 C -2.781 0.801 -0.333  -0.11
2 C -3.359 -0.351 -0.097  -0.45
3 H -3.114 1.820 -0.161  0.33
4 H -4.438 -0.412 0.018  0.35
5 H -2.575 -1.260 0.033  0.20
6 O -1.244 0.944 -0.389  -0.33
7 Li 0.411 -2.738 0.300  0.94
8 O -0.690 -1.215 -0.039  -0.70
9 C -0.400 -0.041 -0.258  1.14
10 O 0.821 0.456 -0.095  -0.23
11 C 1.912 -0.412 -0.210  -0.44
12 C 3.118 0.033 0.506  -1.08
13 H 1.923 -0.992 -1.138  0.64
14 H 3.341 1.093 0.283  0.29
15 H 3.968 -0.585 0.194  0.34
16 H 2.985 -0.052 1.594  0.30
17 Tl 0.119 2.911 -0.208  0.79

For the relative energy (zero: lowest compared OMol25 entry of this formula, charge and spin), the calculation gives 0.0 kcal/mol. The calculation puts the HOMO-LUMO gap (alpha / beta) at 0.331 / 0.348 Eh. Its total charge is +2. The spin multiplicity is 2. The LUMO energy (alpha / beta) is -7.4 / -8.3 eV.

---

This record from the OMol25 dataset describes a structure of composition C37H31N2O2P2S3W. The level of theory is ωB97M-V/def2-TZVPD.

Each line ends with the Mulliken charge.
Cartesian coordinates (Å):
1 W 0.233 1.604 0.274  1.66
2 S 2.406 1.699 0.029  -0.32
3 P 0.620 -0.884 0.049  0.79
4 C -0.726 -0.327 0.897  -1.95
5 P -0.692 -0.039 2.596  1.68
6 S 0.483 1.614 2.745  -0.51
7 C -2.362 0.319 3.156  0.49
8 C -3.211 1.069 2.342  -0.25
9 C -4.481 1.393 2.781  -0.84
10 C -4.914 0.970 4.034  -0.54
11 C -4.077 0.217 4.841  -0.82
12 C -2.800 -0.113 4.403  -0.47
13 C -0.070 -1.366 3.625  0.40
14 C 0.629 -1.090 4.796  -0.43
15 C 1.077 -2.130 5.595  -0.84
16 C 0.838 -3.445 5.219  -0.50
17 C 0.143 -3.723 4.049  -0.71
18 C -0.316 -2.685 3.254  -0.11
19 C 1.883 -1.877 0.843  1.53
20 C 1.908 -3.251 0.595  -0.52
21 C 2.788 -4.065 1.289  -0.77
22 C 3.643 -3.512 2.233  -0.58
23 C 3.624 -2.146 2.477  -0.73
24 C 2.751 -1.325 1.782  -0.38
25 C 0.289 -1.599 -1.550  0.63
26 C 1.369 -1.935 -2.367  -0.31
27 C 1.139 -2.460 -3.628  -0.85
28 C -0.165 -2.637 -4.073  -0.49
29 C -1.239 -2.298 -3.261  -0.78
30 C -1.018 -1.775 -1.997  -0.42
31 H -2.898 1.371 1.349  0.45
32 H -5.143 1.962 2.141  0.45
33 H -5.911 1.220 4.373  0.40
34 H -4.416 -0.122 5.810  0.42
35 H -2.158 -0.708 5.040  0.37
36 H 0.840 -0.066 5.084  0.42
37 H 1.618 -1.915 6.506  0.45
38 H 1.196 -4.256 5.839  0.42
39 H -0.041 -4.747 3.754  0.44
40 H -0.861 -2.906 2.343  0.37
41 H 1.238 -3.693 -0.131  0.49
42 H 2.806 -5.128 1.094  0.43
43 H 4.332 -4.147 2.775  0.44
44 H 4.296 -1.713 3.206  0.46
45 H 2.746 -0.258 1.963  0.12
46 H 2.386 -1.790 -2.020  0.54
47 H 1.975 -2.726 -4.261  0.45
48 H -0.346 -3.042 -5.060  0.44
49 H -2.252 -2.443 -3.614  0.45
50 H -1.843 -1.492 -1.358  0.37
51 C 2.190 0.003 -7.094  -1.41
52 C 1.462 0.582 -5.916  0.98
53 C 0.124 0.947 -6.013  -0.95
54 C -0.555 1.471 -4.923  -0.69
55 C 0.120 1.610 -3.715  0.02
56 C 1.461 1.263 -3.592  -0.01
57 C 2.117 0.760 -4.697  -1.01
58 S -0.799 2.253 -2.385  1.68
59 O -1.130 1.150 -1.413  -0.68
60 O -1.931 2.960 -2.898  -0.70
61 N 0.221 3.080 -1.471  -0.65
62 C -0.393 4.069 -0.690  0.23
63 C -0.732 5.367 -1.039  -0.76
64 C -1.297 6.151 -0.052  -0.19
65 C -1.493 5.653 1.239  -1.01
66 C -1.119 4.359 1.517  0.14
67 N -0.593 3.596 0.545  0.07
68 H 1.607 0.107 -8.008  0.39
69 H 2.388 -1.060 -6.943  0.28
70 H 3.152 0.494 -7.244  0.36
71 H -0.396 0.837 -6.956  0.38
72 H -1.588 1.771 -5.009  0.53
73 H 1.994 1.416 -2.663  0.32
74 H 3.167 0.504 -4.616  0.44
75 H -0.554 5.723 -2.043  0.51
76 H -1.587 7.169 -0.276  0.44
77 H -1.927 6.268 2.012  0.42
78 H -1.223 3.893 2.487  0.45

For the relative energy (zero: lowest compared OMol25 entry of this formula, charge and spin), the calculation gives 20.5 kcal/mol. The calculation puts the HOMO-LUMO gap (alpha / beta) at 0.224 / 0.233 Eh. Its total charge is +1. The spin multiplicity is 3. The LUMO energy (alpha / beta) is -3.4 / -4.6 eV.

---

This record from the OMol25 dataset describes a structure of composition C16H35BF3OPSTa in a non-equilibrium geometry. The level of theory is ωB97M-V/def2-TZVPD.

Each line ends with the Mulliken charge.
Cartesian coordinates (Å):
1 C 4.423 2.307 0.796  -1.36
2 C 4.261 1.722 -0.608  -0.42
3 P 2.819 0.556 -0.851  -0.06
4 C 3.288 -0.697 -2.157  -0.26
5 C 4.384 -0.163 -3.103  -1.33
6 Ta 1.871 -0.492 1.291  0.31
7 S 1.079 -1.431 3.527  -0.45
8 C -0.205 0.385 0.775  -1.04
9 C -1.421 -0.413 1.304  -0.40
10 C -2.610 -0.304 0.297  1.52
11 C -2.717 -1.609 -0.522  -1.75
12 C -3.920 -0.094 1.068  -1.48
13 C -4.081 1.363 1.537  -0.49
14 C -4.653 2.227 0.467  -0.90
15 C -4.334 2.165 -0.883  0.76
16 C -3.106 2.888 -1.434  -1.12
17 C -5.170 1.376 -1.893  -1.25
18 B 1.278 -2.510 0.197  0.24
19 C 1.263 -3.930 0.946  -1.11
20 O 0.874 -2.594 -1.165  -0.72
21 C 3.986 -1.270 1.933  0.31
22 F 4.106 -2.597 2.188  -0.25
23 F 5.030 -0.964 1.117  -0.23
24 F 4.333 -0.676 3.120  -0.24
25 H 4.540 1.566 1.570  0.27
26 H 5.338 2.901 0.794  0.41
27 H 3.600 2.981 0.997  0.30
28 H 4.158 2.562 -1.290  0.54
29 H 5.194 1.232 -0.876  0.30
30 H 2.398 -0.835 -2.761  0.31
31 H 3.517 -1.679 -1.761  0.28
32 H 4.222 -0.527 -4.112  0.41
33 H 4.301 0.914 -3.179  0.33
34 H 5.359 -0.450 -2.730  0.28
35 H 2.227 1.105 2.192  -0.18
36 H -0.191 -1.841 3.367  0.08
37 H -0.216 1.421 1.104  0.40
38 H -0.256 0.379 -0.312  0.61
39 H -1.739 0.074 2.225  0.37
40 H -1.223 -1.468 1.460  0.09
41 H -2.400 0.503 -0.381  -0.26
42 H -3.752 -1.738 -0.830  0.45
43 H -2.115 -1.535 -1.423  0.30
44 H -2.362 -2.473 0.026  0.30
45 H -3.925 -0.787 1.906  0.47
46 H -4.762 -0.358 0.432  0.41
47 H -3.157 1.766 1.949  0.41
48 H -4.817 1.360 2.351  0.45
49 H -5.432 2.956 0.811  0.29
50 H -2.782 2.359 -2.326  0.35
51 H -2.271 2.885 -0.738  0.30
52 H -3.357 3.919 -1.721  0.29
53 H -5.808 2.076 -2.439  0.43
54 H -4.470 0.869 -2.555  0.31
55 H -5.820 0.648 -1.411  0.31
56 H 0.783 -4.670 0.295  0.33
57 H 2.261 -4.308 1.158  0.31
58 H 0.645 -3.882 1.835  0.22
59 H 1.530 -3.171 -1.574  0.25

The calculation puts the HOMO-LUMO gap at 0.233 Eh. Its total charge is -1. The spin multiplicity is 1. The LUMO energy is 2.2 eV.

---

This record from the OMol25 dataset describes a structure of composition C3H7ClN2S in a non-equilibrium geometry. The level of theory is ωB97M-V/def2-TZVPD.

Each line ends with the Mulliken charge.
Cartesian coordinates (Å):
1 C 0.001 0.733 0.009  0.55
2 C -0.658 -0.353 0.914  -0.68
3 C 0.449 -1.501 0.743  -0.28
4 H -0.643 2.621 -2.790  0.13
5 H -1.193 -0.325 -1.279  0.32
6 H 1.431 1.442 1.223  0.24
7 H -1.383 -0.191 1.918  0.30
8 H -1.452 -0.793 0.344  0.23
9 H 1.187 -1.272 -0.350  0.27
10 H -0.147 -2.556 0.723  0.31
11 N -0.425 0.688 -1.311  -0.34
12 N 0.973 1.570 0.314  -0.69
13 S 0.166 1.423 -2.618  -0.17
14 Cl 1.693 -1.486 2.160  -0.20

For the relative energy (zero: lowest compared OMol25 entry of this formula, charge and spin), the calculation gives 90.3 kcal/mol. The calculation puts the HOMO-LUMO gap at 0.351 Eh. Its total charge is 0. The spin multiplicity is 1. The LUMO energy is 0.3 eV.

---

This record from the OMol25 dataset describes an isolated molecule of C3H6N2 in a non-equilibrium geometry. The level of theory is ωB97M-V/def2-TZVPD.

Each line ends with the Mulliken charge.
Cartesian coordinates (Å):
1 H 2.599 -1.186 0.107  0.22
2 N 2.672 -0.185 -0.109  -0.62
3 C 1.570 0.457 -0.063  0.17
4 N 0.323 -0.160 0.287  -0.30
5 C -0.900 0.442 0.116  0.20
6 C -2.082 -0.220 -0.114  -0.85
7 H 1.496 1.587 -0.064  0.25
8 H 0.351 -1.193 0.201  0.23
9 H -0.869 1.508 0.117  0.26
10 H -3.025 0.306 -0.261  0.26
11 H -2.135 -1.357 -0.218  0.17

For the relative energy (zero: lowest compared OMol25 entry of this formula, charge and spin), the calculation gives 29.9 kcal/mol. The SMILES is [H]/N=C\NC=C. The calculation puts the HOMO-LUMO gap at 0.354 Eh. Its total charge is 0. The spin multiplicity is 1. The LUMO energy is 1.1 eV.

---

This record from the OMol25 dataset describes a structure of composition C12H8ClKN3O6 in a non-equilibrium geometry. The level of theory is ωB97M-V/def2-TZVPD.

Each line ends with the Mulliken charge.
Cartesian coordinates (Å):
1 K -0.706 -0.742 -0.466  0.74
2 O 1.274 -0.154 2.675  -0.73
3 C 1.377 -0.082 1.446  0.50
4 N 0.827 0.813 0.635  -0.29
5 C 0.575 2.100 0.886  -0.08
6 O 1.322 2.927 1.403  -0.70
7 C -0.776 2.566 0.369  0.52
8 C -1.297 3.748 0.889  -0.54
9 C -2.553 4.160 0.483  -0.24
10 C -3.245 3.386 -0.438  -0.62
11 C -2.644 2.228 -0.907  -0.19
12 N -1.441 1.819 -0.512  -0.25
13 C 2.112 -1.197 0.728  0.50
14 C 3.057 -1.925 1.447  -0.56
15 C 3.755 -2.930 0.804  -0.28
16 C 3.473 -3.191 -0.530  -0.54
17 C 2.508 -2.421 -1.158  -0.28
18 N 1.846 -1.438 -0.555  -0.26
19 H -0.700 4.307 1.596  0.40
20 H -2.995 5.066 0.880  0.40
21 H -4.231 3.668 -0.783  0.35
22 H -3.147 1.582 -1.620  0.46
23 H 3.216 -1.682 2.488  0.42
24 H 4.502 -3.512 1.330  0.40
25 H 3.984 -3.978 -1.069  0.36
26 H 2.244 -2.601 -2.195  0.38
27 O -3.164 -3.241 -2.589  -0.67
28 Cl -2.478 -2.516 -1.571  1.80
29 O -2.915 -2.923 -0.268  -0.62
30 O -2.721 -1.102 -1.724  -0.69
31 O -1.057 -2.735 -1.676  -0.68

For the relative energy (zero: lowest compared OMol25 entry of this formula, charge and spin), the calculation gives 19.8 kcal/mol. The calculation puts the HOMO-LUMO gap at 0.309 Eh. Its total charge is -1. The spin multiplicity is 1. The LUMO energy is 2.7 eV.